No. 1
DFT (ωB97M-V/def2-TZVPD) results for C27H62Br9N2O14P3 as an isolated structure in a non-equilibrium geometry.

Each line ends with the Löwdin charge.
Cartesian coordinates (Å):
C  -0.65  17.39  24.69  -0.3516
O  0.13  16.45  24.88  -0.0051
N  -0.25  18.65  24.79  -0.1933
C  -0.97  19.80  24.33  -0.0910
C  1.07  19.08  25.30  -0.0224
H  -1.71  17.35  24.42  0.1345
H  -1.98  19.57  23.98  0.0840
H  -0.47  20.30  23.51  0.0921
H  -1.15  20.54  25.11  0.0875
H  0.96  20.12  25.62  0.0801
H  1.39  18.56  26.20  0.0904
H  1.80  18.92  24.51  0.0956
C  -1.64  16.79  17.47  -0.3187
O  -2.54  17.35  16.78  -0.0394
N  -1.16  17.26  18.64  -0.1817
C  -0.23  16.42  19.40  -0.0763
C  -1.51  18.60  19.22  -0.0135
H  -1.09  15.92  17.09  0.1326
H  -0.44  16.32  20.46  0.0835
H  0.79  16.77  19.23  0.0853
H  -0.17  15.35  19.19  0.0823
H  -2.17  18.52  20.07  0.0839
H  -0.57  19.14  19.37  0.0869
H  -2.12  19.09  18.46  0.0765
C  -5.27  23.96  22.12  -1.5194
Br  -3.91  25.04  23.12  0.4894
Br  -5.88  22.45  23.23  0.5127
Br  -4.51  23.36  20.41  0.5341
H  -6.17  24.56  22.02  -0.0255
C  0.29  27.99  24.86  -1.5836
Br  2.02  28.79  24.50  0.5339
Br  -1.02  29.35  24.45  0.5497
Br  0.23  27.34  26.74  0.5281
H  0.33  27.21  24.10  -0.0270
C  -6.76  29.03  18.87  -1.4929
Br  -5.51  29.70  20.26  0.4944
Br  -5.57  28.35  17.45  0.5158
Br  -8.10  30.45  18.39  0.5097
H  -7.23  28.14  19.27  -0.0308
C  -14.46  17.80  28.45  -0.0575
C  -13.09  17.15  28.38  -0.3388
O  -12.50  17.39  29.59  -0.1887
P  -11.11  16.56  30.00  0.5749
O  -11.03  15.11  29.65  -0.2510
O  -10.82  17.03  31.59  -0.2324
C  -9.60  16.50  32.21  -0.2377
C  -9.53  17.22  33.57  -0.0596
O  -9.95  17.41  29.24  -0.2004
C  -9.46  16.93  27.98  -0.2736
C  -9.27  18.08  27.00  -0.0819
H  -14.85  17.91  27.44  0.0779
H  -15.14  17.28  29.12  0.0789
H  -14.38  18.78  28.93  0.0761
H  -13.07  16.11  28.04  0.1184
H  -12.46  17.54  27.57  0.1054
H  -9.88  15.45  32.21  0.1102
H  -8.77  16.70  31.54  0.1124
H  -8.69  16.90  34.18  0.0754
H  -9.47  18.27  33.26  0.0701
H  -10.40  17.22  34.23  0.0763
H  -8.51  16.45  28.18  0.1191
H  -10.07  16.20  27.45  0.1124
H  -8.79  19.00  27.33  0.0722
H  -8.57  17.79  26.21  0.0740
H  -10.17  18.46  26.52  0.0665
C  -12.67  25.77  31.54  -0.0717
C  -11.20  26.06  31.73  -0.2652
O  -10.56  25.32  30.71  -0.2002
P  -9.32  24.36  31.06  0.4333
O  -8.31  25.04  31.79  -0.1840
O  -8.89  23.57  29.66  -0.1777
C  -8.56  24.30  28.51  -0.3000
C  -7.04  24.45  28.46  -0.0730
O  -10.02  23.22  31.92  -0.1521
C  -10.82  22.27  31.32  -0.3190
C  -11.87  21.72  32.33  -0.0563
H  -13.25  26.22  32.34  0.0792
H  -13.01  26.10  30.56  0.0785
H  -12.96  24.72  31.54  0.0675
H  -10.89  27.11  31.70  0.1269
H  -10.96  25.68  32.72  0.1154
H  -8.93  23.80  27.62  0.1191
H  -8.95  25.32  28.51  0.1113
H  -6.65  24.83  29.41  0.0721
H  -6.62  23.45  28.39  0.0751
H  -6.69  25.14  27.69  0.0771
H  -11.45  22.62  30.50  0.1144
H  -10.25  21.39  31.05  0.1194
H  -12.64  21.10  31.87  0.0747
H  -11.19  21.10  32.91  0.0679
H  -12.38  22.47  32.93  0.0707
C  -8.34  22.28  16.59  -0.0579
C  -8.68  23.74  16.18  -0.2459
O  -10.09  23.98  16.42  -0.1988
P  -10.57  24.28  17.98  0.4789
O  -9.50  24.73  18.95  -0.2582
O  -11.81  25.29  17.82  -0.1719
C  -11.65  26.49  17.15  -0.3043
C  -12.34  27.68  17.86  -0.0508
O  -11.41  22.97  18.29  -0.1891
C  -11.75  22.68  19.65  -0.2450
C  -10.90  21.45  20.04  -0.0663
H  -7.31  21.94  16.67  0.0759
H  -8.84  21.92  17.49  0.0559
H  -8.82  21.70  15.79  0.0738
H  -8.11  24.43  16.80  0.0938
H  -8.43  24.01  15.15  0.1166
H  -10.61  26.59  16.86  0.1094
H  -12.08  26.39  16.16  0.1171
H  -12.00  27.76  18.89  0.0749
H  -12.16  28.61  17.32  0.0749
H  -13.42  27.51  17.87  0.0745
H  -11.58  23.52  20.32  0.1138
H  -12.81  22.46  19.69  0.1178
H  -11.15  21.22  21.08  0.0716
H  -11.01  20.53  19.47  0.0777
H  -9.85  21.71  19.98  0.0687

Summary:
Energy relative to the best compared isomer or geometry (same formula, charge and spin), kcal/mol: 118.6
Total charge: 0
E, eV: -718902.1966
HOMO, eV: -9.5
HOMO-LUMO gap, eV: 8.87


No. 2
DFT (ωB97M-V/def2-TZVPD) results for a 5-piece molecular cluster, C68H42NO8PS2 overall in a non-equilibrium geometry.

Each line ends with the Löwdin charge.
Cartesian coordinates (Å):
S  8.62  -1.54  2.83  0.0753
P  7.21  -1.55  1.49  0.3595
C  5.93  -0.33  1.80  -0.4303
C  6.12  1.01  1.46  -0.0975
C  5.12  1.92  1.73  -0.0897
C  3.95  1.51  2.33  -0.4495
C  3.73  0.17  2.68  -0.2454
C  4.74  -0.75  2.40  -0.0205
N  2.52  -0.22  3.32  0.1095
C  1.36  0.30  2.69  -0.3025
C  0.28  -0.50  2.44  -0.0409
C  -0.87  0.01  1.84  -0.0674
C  -0.93  1.35  1.46  -0.0784
C  0.15  2.16  1.71  -0.1009
C  1.27  1.65  2.34  -0.4656
S  2.67  2.68  2.70  1.0388
H  6.52  -2.76  1.45  -0.0354
H  7.65  -1.35  0.17  -0.0169
H  7.04  1.32  1.00  0.1072
H  5.24  2.96  1.48  0.1057
H  4.63  -1.79  2.66  0.0985
H  2.47  -1.23  3.26  0.1258
H  0.33  -1.53  2.73  0.1186
H  -1.70  -0.65  1.68  0.1058
H  -1.80  1.77  0.99  0.0895
H  0.15  3.20  1.44  0.1009
C  1.28  -7.61  1.65  -0.0509
C  1.68  -6.43  1.02  -0.0507
C  2.80  -5.75  1.47  -0.0007
C  3.51  -6.24  2.55  -0.0833
C  3.11  -7.41  3.19  -0.0824
C  1.99  -8.10  2.73  -0.0011
C  3.85  -7.93  4.38  -0.2765
O  3.51  -8.96  4.93  0.1074
C  5.01  -7.14  4.87  -0.0818
C  5.69  -7.57  6.01  -0.0022
C  6.77  -6.86  6.48  -0.0533
C  7.20  -5.71  5.81  -0.0491
C  6.53  -5.27  4.68  0.0058
C  5.43  -5.98  4.21  -0.0810
C  4.71  -5.48  3.01  -0.2703
O  5.07  -4.48  2.43  0.0664
H  0.40  -8.14  1.30  0.1073
H  1.11  -6.03  0.19  0.0996
H  3.11  -4.84  0.98  0.1149
H  1.69  -9.01  3.22  0.1201
H  5.35  -8.46  6.52  0.1203
H  7.29  -7.19  7.37  0.1078
H  8.05  -5.15  6.18  0.1107
H  6.85  -4.38  4.17  0.1091
C  1.42  0.75  -1.85  -0.0393
C  1.54  -0.18  -0.82  -0.0337
C  1.59  -1.53  -1.11  0.0086
C  1.49  -1.96  -2.42  -0.0820
C  1.33  -1.03  -3.46  -0.0798
C  1.31  0.32  -3.16  -0.0026
C  1.18  -1.48  -4.87  -0.2767
O  1.03  -0.69  -5.77  0.1011
C  1.21  -2.95  -5.14  -0.0802
C  1.02  -3.40  -6.44  -0.0030
C  1.07  -4.75  -6.72  -0.0566
C  1.30  -5.67  -5.71  -0.0573
C  1.48  -5.23  -4.41  -0.0027
C  1.43  -3.87  -4.12  -0.0824
C  1.59  -3.42  -2.71  -0.2713
O  1.81  -4.21  -1.81  0.0877
H  1.39  1.81  -1.63  0.1046
H  1.59  0.14  0.21  0.0783
H  1.69  -2.26  -0.32  0.1142
H  1.19  1.04  -3.95  0.1129
H  0.85  -2.68  -7.23  0.1196
H  0.92  -5.09  -7.74  0.1073
H  1.34  -6.73  -5.93  0.1073
H  1.66  -5.94  -3.61  0.1193
C  -1.00  6.36  -1.29  -0.0545
C  -1.99  7.26  -1.69  -0.0475
C  -2.87  6.93  -2.71  0.0063
C  -2.76  5.69  -3.33  -0.0795
C  -1.77  4.79  -2.94  -0.1113
C  -0.90  5.13  -1.91  -0.0263
C  -1.63  3.47  -3.61  -0.2759
O  -0.80  2.67  -3.23  0.0980
C  -2.56  3.14  -4.72  -0.0814
C  -2.41  1.93  -5.39  0.0064
C  -3.27  1.60  -6.42  -0.0504
C  -4.29  2.48  -6.78  -0.0524
C  -4.44  3.68  -6.12  0.0003
C  -3.57  4.02  -5.09  -0.0815
C  -3.73  5.34  -4.41  -0.2742
O  -4.63  6.10  -4.71  0.1125
H  -0.32  6.63  -0.50  0.1105
H  -2.06  8.23  -1.21  0.1104
H  -3.63  7.62  -3.02  0.1225
H  -0.13  4.43  -1.60  0.1178
H  -1.61  1.25  -5.10  0.1174
H  -3.15  0.66  -6.95  0.1094
H  -4.97  2.22  -7.59  0.1082
H  -5.23  4.37  -6.40  0.1214
C  -4.52  2.73  -0.88  -0.0408
C  -3.56  3.62  -0.42  -0.0602
C  -3.83  4.44  0.66  0.0095
C  -5.07  4.38  1.28  -0.0773
C  -6.04  3.50  0.81  -0.0794
C  -5.76  2.67  -0.27  0.0040
C  -7.39  3.45  1.43  -0.2764
O  -8.24  2.68  1.03  0.1076
C  -7.68  4.37  2.57  -0.0823
C  -8.95  4.38  3.13  -0.0019
C  -9.23  5.22  4.19  -0.0562
C  -8.24  6.06  4.70  -0.0563
C  -6.98  6.07  4.14  -0.0020
C  -6.69  5.23  3.07  -0.0828
C  -5.34  5.27  2.46  -0.2761
O  -4.47  6.00  2.90  0.1067
H  -4.30  2.09  -1.72  0.1106
H  -2.60  3.67  -0.90  0.0775
H  -3.08  5.13  1.03  0.1191
H  -6.52  1.99  -0.62  0.1213
H  -9.71  3.72  2.74  0.1204
H  -10.22  5.23  4.63  0.1074
H  -8.47  6.72  5.53  0.1074
H  -6.21  6.72  4.52  0.1203

Summary:
SMILES: S=[PH2]c1ccc2c(c1)Nc1ccccc1S2.O=C1c2ccccc2C(=O)c2ccccc21.O=C1c2ccccc2C(=O)c2ccccc21.O=C1c2ccccc2C(=O)c2ccccc21.O=C1c2ccccc2C(=O)c2ccccc21
Total charge: 0
E, eV: -120030.4691
HOMO, eV: -8.1
HOMO-LUMO gap, eV: 6.85


No. 3
DFT (ωB97M-V/def2-TZVPD) results for a 2-piece molecular cluster, O2S2 overall in a non-equilibrium geometry.

Each line ends with the Löwdin charge.
Cartesian coordinates (Å):
O  0.83  -0.24  1.14  -0.6939
O  -0.86  0.98  -0.60  -0.7059
S  1.73  -0.74  -0.22  0.6846
S  -1.69  0.00  -0.32  0.7152

Summary:
Energy relative to the best compared isomer or geometry (same formula, charge and spin), kcal/mol: 134.4
SMILES: O=S.O=S
Total charge: 0
E, eV: -25758.1184
HOMO, eV: -7.9
HOMO-LUMO gap, eV: 4.68


No. 4
DFT (ωB97M-V/def2-TZVPD) results for a 2-piece molecular cluster, C8H23N6 overall in a non-equilibrium geometry.

Each line ends with the Löwdin charge.
Cartesian coordinates (Å):
C  -1.57  -0.31  -0.23  -0.3579
C  0.71  0.55  0.21  -0.4205
C  0.24  -1.92  -0.03  0.0250
C  -3.18  1.61  -0.51  -0.0492
C  -3.92  -1.24  -0.21  -0.0143
C  3.75  -1.13  -0.86  -0.1671
C  0.14  0.69  2.55  -0.0900
C  2.14  2.14  -0.98  -0.0884
N  -0.29  -0.51  0.01  0.0042
N  -1.96  0.97  -0.02  0.0534
N  -2.46  -1.26  -0.52  0.0656
N  3.15  -1.06  0.57  -0.0712
N  0.93  1.08  1.35  0.0495
N  1.09  1.13  -1.01  -0.0031
H  1.27  -1.96  -0.28  0.0399
H  0.10  -2.57  0.86  0.1194
H  -0.26  -2.27  -0.94  0.0913
H  -2.99  2.58  -0.86  0.0602
H  -3.73  1.04  -1.33  0.1127
H  -3.81  1.81  0.46  0.1294
H  -4.47  -1.10  -1.19  0.1098
H  -4.18  -2.22  0.26  0.1116
H  -4.01  -0.42  0.45  0.0534
H  4.43  -0.21  -0.94  0.0708
H  4.30  -2.09  -1.01  0.0806
H  3.06  -0.89  -1.69  0.0444
H  -0.73  0.02  2.45  0.0746
H  0.84  0.14  3.20  0.0914
H  -0.12  1.69  2.97  0.0926
H  2.01  2.71  -1.93  0.0982
H  2.14  2.73  -0.02  0.0875
H  3.25  1.64  -0.88  0.1096
H  -1.50  1.41  0.76  0.1245
H  -2.11  -2.21  -0.52  0.1264
H  4.02  -1.04  1.14  0.0786
H  2.72  -0.09  0.58  0.0182
H  1.02  0.55  -1.84  0.1389

Summary:
Energy relative to the best compared isomer or geometry (same formula, charge and spin), kcal/mol: 26.1
Total charge: +1
E, eV: -17601.5570
HOMO, eV: -12.3
HOMO-LUMO gap, eV: 9.82


Please write out number 3 again, unchanged.
DFT (ωB97M-V/def2-TZVPD) results for a 2-piece molecular cluster, O2S2 overall in a non-equilibrium geometry.

Each line ends with the Löwdin charge.
Cartesian coordinates (Å):
O  0.83  -0.24  1.14  -0.6939
O  -0.86  0.98  -0.60  -0.7059
S  1.73  -0.74  -0.22  0.6846
S  -1.69  0.00  -0.32  0.7152

Summary:
Energy relative to the best compared isomer or geometry (same formula, charge and spin), kcal/mol: 134.4
SMILES: O=S.O=S
Total charge: 0
E, eV: -25758.1184
HOMO, eV: -7.9
HOMO-LUMO gap, eV: 4.68


- Among the records above, which one has the highest E?
  C8H23N6